A structure of composition C15H33NO5S2 at a distorted geometry, computed with ωB97M-V/def2-TZVPD.

ORCA input file:
```
! RIJCOSX wB97M-V def2-TZVPD def2/J DEFGRID3
* xyz 0 1
C 0.845 0.150 -0.625
C -0.070 1.169 -1.055
N -0.824 1.962 -1.341
H 0.516 -0.775 -1.096
H 0.836 0.075 0.463
H 1.807 0.375 -1.086
C 5.510 -1.316 -1.351
S 3.942 -1.048 -0.333
O 2.635 -1.057 -1.185
C 3.902 -2.690 0.576
H 5.661 -0.585 -2.145
H 5.485 -2.306 -1.805
H 6.304 -1.296 -0.605
H 4.839 -2.932 1.077
H 3.792 -3.547 -0.088
H 3.097 -2.616 1.308
C -5.185 3.705 -0.911
S -3.349 3.608 -0.619
O -3.052 3.219 0.856
C -3.049 2.078 -1.637
H -5.467 3.581 -1.957
H -5.552 4.665 -0.549
H -5.657 2.902 -0.344
H -2.018 1.776 -1.455
H -3.182 2.216 -2.710
H -3.702 1.287 -1.269
C 1.435 -2.483 0.123
C 0.016 -2.842 0.415
O -0.692 -3.281 -0.475
C -0.345 -2.995 1.919
H 1.852 -1.729 0.791
H 1.521 -2.098 -0.893
H 1.998 -3.416 0.158
H -0.917 -2.101 2.169
H 0.469 -3.093 2.637
H -1.074 -3.791 2.069
C -3.649 -1.060 -1.259
C -2.171 -0.754 -1.184
O -1.517 -0.876 -0.153
C -1.515 -0.317 -2.548
H -4.151 -0.134 -1.537
H -3.971 -1.395 -0.273
H -3.980 -1.842 -1.943
H -1.933 -1.002 -3.286
H -0.433 -0.441 -2.519
H -1.719 0.725 -2.794
C 0.031 2.221 3.185
C 1.264 1.840 2.357
O 1.233 0.990 1.467
C 2.540 2.441 2.774
H -0.192 3.270 2.992
H 0.122 2.037 4.255
H -0.799 1.610 2.830
H 2.479 2.746 3.819
H 2.617 3.354 2.182
H 3.416 1.814 2.608
*
```

energy above the lowest of the compared OMol25 structures with the same formula, charge and spin	209.87	kcal/mol

Atomic partial charges in e from the Löwdin method, atoms 1 to 2:
1. C -0.123
2. C -0.153

A structure of composition C15H34AsN9O3PS4W at a distorted geometry, computed with ωB97M-V/def2-TZVPD.

ORCA input file:
```
! RIJCOSX wB97M-V def2-TZVPD def2/J DEFGRID3
* xyz 3 1
W -0.811 -0.436 2.271
N -1.400 -3.991 3.292
C -1.507 -2.930 4.171
N -2.160 -2.944 5.288
N -2.027 -1.682 5.786
N -1.321 -0.969 5.019
N -0.919 -1.713 3.931
C -0.956 -3.726 2.059
N -0.649 -4.563 1.055
N -0.220 -3.809 0.051
N -0.288 -2.587 0.439
N -0.740 -2.459 1.675
H -1.683 -4.923 3.569
C -0.401 2.253 4.954
As 0.643 0.903 4.064
C 2.156 1.796 3.271
C 1.455 -0.069 5.517
S -2.822 -0.021 2.416
H 0.272 2.750 5.654
H -1.203 1.755 5.494
H -0.810 2.977 4.253
H 2.657 2.295 4.102
H 1.850 2.527 2.532
H 2.837 1.074 2.822
H 2.144 0.641 5.978
H 2.006 -0.938 5.162
H 0.695 -0.372 6.229
C -0.457 -3.135 -3.592
C 0.999 -3.490 -3.699
C 1.608 -3.349 -5.067
O 1.822 -2.631 -2.710
P 2.159 -1.156 -2.632
S 3.593 -0.510 -1.658
S 0.128 -0.993 -0.052
O 1.231 -0.398 -3.578
C 1.134 1.031 -4.092
C 2.487 1.679 -4.214
C 0.391 0.912 -5.398
H -1.006 -3.797 -4.264
H -0.648 -2.109 -3.902
H -0.836 -3.300 -2.585
H 1.193 -4.476 -3.286
H 1.408 -2.370 -5.503
H 1.155 -4.103 -5.713
H 2.681 -3.535 -5.048
H 0.516 1.527 -3.343
H 3.157 1.075 -4.827
H 2.961 1.870 -3.254
H 2.348 2.632 -4.725
H 1.008 0.424 -6.152
H 0.152 1.914 -5.755
H -0.539 0.357 -5.284
C 0.504 4.228 0.631
C -0.620 3.563 -0.141
S -1.576 2.388 0.824
O -0.471 1.317 1.256
C -2.532 1.637 -0.526
C -3.968 2.149 -0.467
H 0.954 4.988 -0.006
H 1.277 3.507 0.883
H 0.148 4.720 1.536
H -0.264 3.032 -1.024
H -1.384 4.289 -0.442
H -2.466 0.560 -0.378
H -2.038 1.900 -1.460
H -4.463 1.860 0.459
H -4.522 1.718 -1.300
H -4.022 3.233 -0.565
*
```

energy above the lowest of the compared OMol25 structures with the same formula, charge and spin	61.03	kcal/mol

Atomic partial charges in e from the Löwdin method, atoms 1 to 2:
1. W 1.013
2. N 0.224

The ion C15H34B2N7O5S with charge +1 at a distorted geometry, computed with ωB97M-V/def2-TZVPD.

ORCA input file:
```
! RIJCOSX wB97M-V def2-TZVPD def2/J DEFGRID3
* xyz 1 1
C -2.560 0.414 3.172
C -1.553 -0.382 4.103
O -0.263 -0.599 3.490
B -0.276 -1.636 2.565
O -1.460 -2.360 2.301
N 1.031 -1.950 1.928
C 1.066 -3.262 1.211
C 0.814 -3.182 -0.324
C -0.664 -2.782 -0.692
C -0.860 -2.558 -2.245
C -1.576 -1.168 -2.413
C -2.411 -1.002 -3.728
C -1.773 -0.011 -4.750
S -1.316 1.633 -4.070
C -2.403 2.045 -2.727
N -2.501 1.553 -1.507
N -3.433 2.136 -0.748
C -3.943 3.090 -1.557
O -3.369 3.063 -2.744
C 1.580 -0.900 1.188
N 0.904 0.176 0.628
C 0.869 1.406 1.480
C 0.963 2.680 0.557
O 0.619 2.398 -0.793
C 2.356 3.403 0.611
N 2.896 3.616 1.984
N 2.880 -0.988 0.958
B 3.688 -0.026 0.143
N 5.010 0.325 0.679
O 3.281 0.548 -1.049
H -3.496 -0.178 3.088
H -2.150 0.599 2.156
H -2.812 1.393 3.637
H -1.366 0.297 4.969
H -2.009 -1.294 4.535
H -1.955 -1.777 1.694
H 0.366 -4.019 1.627
H 2.091 -3.694 1.354
H 0.926 -4.226 -0.715
H 1.568 -2.584 -0.889
H -1.326 -3.599 -0.322
H -0.934 -1.815 -0.214
H 0.149 -2.531 -2.715
H -1.429 -3.391 -2.720
H -0.806 -0.383 -2.258
H -2.301 -1.076 -1.569
H -3.446 -0.691 -3.451
H -2.489 -2.000 -4.211
H -2.410 0.047 -5.665
H -0.816 -0.472 -5.099
H -4.724 3.755 -1.167
H -0.006 -0.082 0.249
H 1.714 1.351 2.193
H -0.114 1.480 1.994
H 0.203 3.417 0.934
H 0.621 3.230 -1.293
H 2.210 4.421 0.168
H 3.139 2.885 0.016
H 3.481 2.808 2.200
H 2.085 3.621 2.608
H 3.388 -1.776 1.360
H 5.728 0.195 -0.036
H 5.244 -0.266 1.481
H 4.082 0.675 -1.587
*
```

energy above the lowest of the compared OMol25 structures with the same formula, charge and spin	0.00	kcal/mol
structure (SMILES)	CCOB(O)N(CCCCCCCSc1nnco1)/C(NC[C@H](O)CN)=[NH+]/B(N)O

Atomic partial charges in e from the Löwdin method, atoms 1 to 2:
1. C -0.052
2. C -0.194

A cluster of 9 separate species, C15H34Cl6F9N3O7S in total at a distorted geometry, computed with ωB97M-V/def2-TZVPD.

ORCA input file:
```
! RIJCOSX wB97M-V def2-TZVPD def2/J DEFGRID3
* xyz 3 2
N 1.348 -3.062 -1.841
H 0.929 -3.406 -2.693
H 0.712 -3.444 -1.155
H 1.059 -2.095 -1.857
H 2.327 -3.289 -1.744
N -1.239 -2.079 1.637
H -0.980 -1.161 1.303
H -2.010 -2.539 1.176
H -1.309 -2.102 2.644
H -0.544 -2.767 1.383
N -3.596 -2.077 -1.962
H -2.864 -1.387 -2.043
H -3.412 -2.751 -2.691
H -4.497 -1.648 -2.118
H -3.616 -2.570 -1.080
C -0.402 2.143 -1.608
F 0.715 2.673 -1.162
F -1.421 2.821 -1.048
F -0.449 2.267 -2.866
S -0.531 0.208 -1.073
O -0.680 0.211 0.387
O -1.693 -0.229 -1.835
O 0.746 -0.375 -1.490
C 0.145 2.803 2.394
C 0.741 2.370 3.762
O -0.228 1.959 4.767
C -0.769 0.689 4.820
O -0.496 -0.133 3.957
C -1.669 0.423 5.984
F -2.850 0.963 5.829
F -1.907 -0.913 6.095
F -1.096 0.725 7.208
H 0.880 2.690 1.597
H 0.018 3.883 2.331
H -0.720 2.160 2.226
H 1.311 3.272 3.982
H 1.515 1.606 3.683
C 2.073 -1.181 1.428
C 3.636 -1.517 1.182
O 3.849 -2.917 1.493
C 3.847 -3.846 0.490
O 3.743 -3.632 -0.674
C 4.003 -5.286 0.960
F 5.047 -5.762 0.464
F 4.170 -5.462 2.245
F 2.957 -5.989 0.514
H 1.733 -0.210 1.069
H 2.018 -1.091 2.513
H 1.375 -1.922 1.040
H 4.391 -0.900 1.669
H 3.898 -1.272 0.152
Cl -3.890 3.123 3.206
C -3.503 1.942 1.858
C -4.619 1.013 1.508
Cl -4.186 0.082 0.046
H -2.688 1.352 2.277
H -3.254 2.501 0.956
H -5.481 1.660 1.343
H -4.912 0.433 2.383
Cl 2.019 6.729 -4.584
C 1.303 6.449 -3.007
C 1.643 4.978 -2.456
Cl 3.381 4.929 -2.107
H 0.230 6.632 -2.947
H 1.757 7.155 -2.311
H 1.395 4.144 -3.112
H 1.110 4.834 -1.516
Cl 1.468 -2.981 -5.258
C 0.454 -1.788 -5.871
C -0.581 -1.197 -4.889
Cl -1.679 -2.505 -4.392
H -0.003 -2.196 -6.773
H 1.068 -1.055 -6.392
H -1.127 -0.383 -5.366
H -0.114 -0.702 -4.037
*
```

energy	-145307.441	eV

Atomic partial charges in e from the Löwdin method, atoms 1 to 2:
1. N 0.323
2. H 0.070